1.
Formula: C12H32As4F24N2O2
Source: OMol25
Level of theory: ωB97M-V with the def2-TZVPD basis set

Last column: Mulliken charge in e.
Element x y z (Å)
C (11.895322, -5.511163, -28.203302)  -1.44
C (11.056196, -5.713676, -26.935220)  -0.47
N (10.586803, -4.446834, -26.143309)  1.60
C (10.285399, -4.943594, -24.709806)  -1.13
C (11.816130, -3.457870, -26.134927)  0.44
C (11.805754, -2.402581, -25.037155)  -1.88
C (9.449224, -3.771489, -26.864904)  -1.09
C (8.056267, -4.490211, -26.746799)  -0.81
O (7.617765, -4.518725, -25.419501)  2.07
C (6.338711, -3.908562, -25.225224)  -4.47
H (12.056961, -6.480307, -28.675263)  0.42
H (12.917584, -5.202978, -27.984023)  0.19
H (11.343363, -4.846912, -28.868291)  0.33
H (11.668926, -6.251915, -26.212063)  0.44
H (10.160234, -6.302361, -27.132221)  0.52
H (9.560152, -5.756906, -24.735140)  0.38
H (9.864429, -4.080504, -24.194108)  0.47
H (11.242007, -5.163260, -24.235731)  0.35
H (11.826519, -2.928658, -27.087775)  0.41
H (12.752975, -4.002918, -26.250442)  -0.23
H (12.584287, -1.662761, -25.223271)  0.46
H (12.045254, -2.753104, -24.033226)  0.29
H (10.847904, -1.889458, -24.951519)  0.41
H (9.610447, -3.718570, -27.941614)  0.10
H (9.301292, -2.728828, -26.583673)  0.18
H (8.210666, -5.509317, -27.101320)  -0.32
H (7.264893, -4.101176, -27.387479)  1.14
H (6.187012, -3.924273, -24.145949)  0.17
H (5.513298, -4.466136, -25.667829)  0.37
H (6.241546, -2.863972, -25.521045)  1.01
C (16.981099, -3.173648, -23.962645)  -1.66
C (17.080658, -4.687745, -24.260860)  0.89
C (16.311275, -5.473689, -23.124722)  -0.89
O (14.899578, -5.332527, -23.273933)  -0.13
C (14.225620, -6.186207, -22.298024)  -0.50
N (16.545853, -5.075135, -25.631225)  0.57
H (15.537088, -5.037038, -25.598734)  -0.21
H (16.948610, -4.628058, -26.442399)  0.19
H (16.636956, -6.076335, -25.728203)  0.22
H (17.423353, -2.585645, -24.766863)  0.45
H (17.612823, -2.833081, -23.142261)  0.46
H (16.044351, -2.618749, -24.014456)  0.35
H (18.107932, -5.046271, -24.326189)  -0.08
H (16.681591, -5.122734, -22.161497)  0.38
H (16.538954, -6.538224, -23.179621)  0.51
H (14.535182, -7.218066, -22.463980)  0.35
H (13.152196, -6.223267, -22.483783)  -0.10
H (14.296142, -5.909721, -21.246035)  0.32
As (16.271861, -2.083969, -28.067848)  1.97
F (14.755374, -1.283583, -28.692687)  -0.52
F (15.869649, -1.664846, -26.364392)  -0.46
F (17.685744, -2.896950, -27.362713)  -0.53
F (16.812998, -2.586069, -29.694122)  -0.50
F (17.170990, -0.564554, -28.236626)  -0.51
F (15.291159, -3.573641, -27.785272)  -0.48
As (14.358809, -8.305939, -26.976225)  1.97
F (12.532709, -8.501507, -27.217728)  -0.53
F (14.028930, -6.673613, -26.235034)  -0.41
F (16.130260, -8.101754, -26.679510)  -0.56
F (14.706879, -9.952265, -27.672417)  -0.52
F (14.599139, -7.703964, -28.603394)  -0.45
F (14.349240, -9.024676, -25.349586)  -0.48
As (20.220247, -6.792860, -25.736340)  1.96
F (20.664924, -5.454529, -24.601141)  -0.50
F (18.704557, -7.274242, -24.856151)  -0.47
F (19.791613, -8.174706, -26.872173)  -0.50
F (21.687940, -6.310626, -26.675193)  -0.51
F (21.246992, -7.932454, -24.847741)  -0.49
F (19.198209, -5.661423, -26.767046)  -0.51
As (9.765479, -8.234267, -22.495626)  1.97
F (9.825258, -8.452491, -24.268090)  -0.48
F (10.950701, -6.945612, -22.716526)  -0.46
F (9.534338, -7.997633, -20.723519)  -0.52
F (8.624962, -9.632744, -22.482333)  -0.54
F (11.143083, -9.346306, -22.228060)  -0.51
F (8.333353, -7.224052, -22.828067)  -0.50

Atoms 1-2, force components in eV/Å:
-0.539 0.120 0.555
0.450 -0.101 0.507

- LUMO level (spin up / spin down): 5.787 / 5.784 eV
- Charge: -3
- Spin multiplicity: 2
- E: -328624.8345 eV

***

2.
Formula: C49H63BrINO5P2SSiZr
Source: OMol25
Level of theory: ωB97M-V with the def2-TZVPD basis set

Last column: Mulliken charge in e.
Element x y z (Å)
Zr (0.223124, 0.556135, -0.309031)  -0.37
O (-2.160031, 0.512024, 0.105285)  -0.57
H (-2.572998, 1.315423, -0.251175)  0.26
H (-2.457024, -0.217763, -0.463443)  0.32
O (1.695600, 3.027753, 0.913565)  -0.61
H (2.534317, 3.041536, 0.440209)  0.23
H (1.285231, 3.895377, 0.815419)  0.17
I (-0.888881, 3.194673, -0.965450)  -0.64
Br (2.638883, 0.956672, -1.100050)  -0.81
C (-3.453855, -3.205394, 0.581317)  -1.07
C (-2.540570, -3.571210, -0.400313)  -0.79
C (-1.279408, -3.005267, -0.434970)  -0.27
C (-0.893587, -2.051166, 0.520639)  -0.57
C (-1.794529, -1.753515, 1.543917)  0.91
C (-3.066201, -2.303596, 1.558526)  -0.24
N (0.348921, -1.378234, 0.424380)  2.11
C (1.414035, -2.263269, 0.063568)  -0.62
C (2.031570, -2.265448, -1.186411)  0.56
C (3.082335, -3.135719, -1.441289)  -0.62
C (3.518138, -4.025759, -0.472952)  -0.88
C (2.877369, -4.061909, 0.757684)  -0.76
C (1.830695, -3.196317, 1.019005)  -0.46
H (-4.452212, -3.623021, 0.588848)  0.42
H (-2.821528, -4.292878, -1.156988)  0.47
H (-0.584779, -3.268930, -1.221357)  0.48
H (-1.494091, -1.069731, 2.322326)  -0.63
H (-3.763266, -2.009570, 2.333621)  0.41
H (1.661979, -1.627329, -1.975943)  0.12
H (3.560141, -3.124086, -2.412627)  0.37
H (4.340532, -4.698827, -0.678415)  0.41
H (3.190827, -4.768059, 1.516533)  0.43
H (1.311627, -3.221579, 1.971033)  0.55
C (-0.349413, 3.313535, -5.033927)  -1.22
C (1.056827, 2.736634, -4.929267)  1.68
C (1.745635, 2.784189, -6.292144)  -1.71
C (1.882655, 3.518828, -3.914327)  -1.33
O (1.038526, 1.367832, -4.486467)  0.61
Si (-0.008336, 0.132339, -4.397359)  -1.62
S (-0.789344, -0.254623, -2.475849)  0.57
O (-1.180623, 0.360834, -5.511376)  0.22
C (-2.591699, 0.104557, -5.610321)  1.74
C (-2.942230, 0.352972, -7.073990)  -1.84
C (-3.377969, 1.082296, -4.732406)  -1.27
C (-2.901818, -1.345153, -5.240797)  -1.28
O (0.808620, -1.254003, -4.661354)  0.43
C (1.771571, -1.606982, -5.661554)  1.79
C (1.811098, -3.131712, -5.684416)  -1.71
C (1.359222, -1.075127, -7.032084)  -1.36
C (3.133961, -1.047846, -5.252699)  -0.92
H (-0.301941, 4.375652, -5.279245)  0.55
H (-0.872953, 3.202394, -4.082633)  0.10
H (-0.911087, 2.791813, -5.807217)  0.08
H (1.891285, 3.820234, -6.600956)  0.48
H (1.138978, 2.284051, -7.048325)  0.28
H (2.720583, 2.297044, -6.237811)  0.30
H (2.061458, 4.535161, -4.269901)  0.42
H (2.838717, 3.017747, -3.762696)  0.28
H (1.361720, 3.569068, -2.958486)  -0.03
H (-2.642927, 1.362699, -7.358857)  0.34
H (-4.016497, 0.249152, -7.231371)  0.43
H (-2.419529, -0.356749, -7.717280)  0.35
H (-3.157668, 2.107062, -5.034051)  0.28
H (-3.093873, 0.958382, -3.690815)  0.09
H (-4.450575, 0.904831, -4.828586)  0.52
H (-2.289032, -2.021041, -5.840618)  0.24
H (-3.955537, -1.560552, -5.423410)  0.55
H (-2.684186, -1.528716, -4.188984)  0.07
H (0.837064, -3.525759, -5.977701)  0.37
H (2.052038, -3.508774, -4.689486)  0.23
H (2.564698, -3.478709, -6.392906)  0.40
H (0.370286, -1.450661, -7.299629)  0.21
H (2.077408, -1.386858, -7.791314)  0.56
H (1.318910, 0.013348, -7.015571)  0.02
H (3.424608, -1.461983, -4.286176)  -0.01
H (3.072694, 0.034416, -5.150443)  -0.06
H (3.892547, -1.303672, -5.994179)  0.48
C (0.086324, 0.037913, 4.018336)  -2.36
P (0.470651, 1.077053, 2.503220)  2.22
C (2.260102, 1.133499, 2.923109)  1.33
C (3.033206, 0.155382, 2.297638)  -0.34
C (4.392248, 0.052525, 2.553456)  -0.84
C (4.997051, 0.941640, 3.426935)  -0.62
C (4.227738, 1.890264, 4.085723)  -0.95
C (2.862995, 1.971524, 3.856066)  -1.22
C (-0.405650, 2.635198, 2.922173)  2.39
C (-1.787982, 2.553444, 2.736025)  -0.71
C (-2.608286, 3.640445, 2.990359)  -1.25
C (-2.057099, 4.832012, 3.434755)  -0.79
C (-0.683717, 4.933673, 3.595500)  -0.96
C (0.140464, 3.849679, 3.327608)  -1.00
P (-1.681320, -0.183082, 4.638216)  0.21
C (-1.519904, -1.940622, 5.175069)  0.65
C (-0.418535, -2.411102, 5.892197)  -0.09
C (-0.322602, -3.750160, 6.230277)  -0.84
C (-1.323386, -4.639423, 5.856473)  -0.49
C (-2.427916, -4.179550, 5.159397)  -0.77
C (-2.524185, -2.835298, 4.823264)  -0.35
C (-1.553667, 0.653432, 6.279353)  0.28
C (-1.129341, 1.979410, 6.360542)  0.12
C (-1.058630, 2.630090, 7.582796)  -0.81
C (-1.423323, 1.970047, 8.746762)  -0.53
C (-1.888020, 0.666251, 8.673252)  -0.65
C (-1.965402, 0.016235, 7.449800)  -0.56
H (0.685951, 0.451546, 4.827557)  1.09
H (0.462687, -0.959267, 3.781181)  0.92
H (2.566573, -0.546405, 1.619929)  0.28
H (4.970747, -0.723614, 2.068813)  0.53
H (6.060668, 0.881515, 3.618978)  0.40
H (4.690717, 2.565471, 4.794304)  0.44
H (2.277702, 2.676414, 4.430264)  0.37
H (-2.224431, 1.625124, 2.390133)  0.41
H (-3.675347, 3.560252, 2.828419)  0.51
H (-2.690436, 5.685094, 3.640519)  0.43
H (-0.242738, 5.863451, 3.932709)  0.46
H (1.209096, 3.971376, 3.421178)  0.39
H (0.359900, -1.723045, 6.200228)  0.45
H (0.534033, -4.104325, 6.790212)  0.43
H (-1.246442, -5.686397, 6.120133)  0.40
H (-3.213882, -4.867785, 4.875350)  0.42
H (-3.390633, -2.473050, 4.284823)  0.45
H (-0.847221, 2.515016, 5.465359)  0.30
H (-0.713509, 3.655967, 7.623381)  0.45
H (-1.361739, 2.469314, 9.705242)  0.38
H (-2.183732, 0.143024, 9.574007)  0.40
H (-2.335989, -0.999296, 7.412528)  0.45

Atoms 1-2, force components in eV/Å:
0.310 0.633 -0.815
0.062 -0.247 0.096

- LUMO level: -0.271 eV
- Energy relative to the best compared isomer or geometry (same formula, charge and spin): 0.000 eV
- Charge: 0
- E: -180288.3243 eV

***

3.
Formula: C3H9NO
Source: OMol25
Level of theory: ωB97M-V with the def2-TZVPD basis set

Last column: Mulliken charge in e.
Element x y z (Å)
N (-1.287190, 0.965812, 0.997863)  -0.57
C (-1.164752, 0.289325, -0.297709)  -0.58
C (0.305820, -0.017332, -0.741988)  -0.60
C (1.010780, -0.670195, 0.410924)  -0.26
O (2.348498, -1.112038, 0.067215)  -0.53
H (-0.616202, 1.701243, 1.176539)  0.19
H (-2.165438, 1.447653, 1.131898)  0.22
H (-1.609704, 0.906922, -1.070919)  0.32
H (-1.491116, -0.720395, -0.044781)  0.30
H (0.066325, -0.687103, -1.576117)  0.34
H (0.734403, 0.870470, -1.189810)  0.34
H (1.164325, -0.029713, 1.272622)  0.27
H (0.454080, -1.556882, 0.715286)  0.24
H (2.250174, -1.387763, -0.851020)  0.32

Atoms 1-2, force components in eV/Å:
0.366 0.629 0.694
1.453 0.227 1.123

- Structure (SMILES): NCCCO
- LUMO level: 1.032 eV
- Energy relative to the best compared isomer or geometry (same formula, charge and spin): 1.428 eV
- Charge: 0
- E: -6793.6272 eV

***

4.
Formula: C3H11N2O
Source: OMol25
Level of theory: ωB97M-V with the def2-TZVPD basis set

Last column: Mulliken charge in e.
Element x y z (Å)
C (-0.029175, 1.548372, -1.176643)  -0.95
C (-1.025465, 1.324187, -0.027213)  -0.48
N (-1.318032, -0.105562, 0.208311)  -0.25
C (-0.392972, -0.920859, 0.662612)  0.13
N (-0.547183, -2.217811, 0.751094)  -0.33
H (0.141812, 0.608226, -1.699094)  0.32
H (-0.494408, 2.176550, -1.936217)  0.32
H (0.913573, 1.953999, -0.828794)  0.31
H (-0.730306, 1.788444, 0.906536)  0.33
H (-1.971458, 1.794778, -0.265806)  0.38
H (-2.289334, -0.384775, 0.251333)  0.26
H (0.505180, -0.426160, 0.973466)  0.45
H (-1.451525, -2.666933, 0.771381)  0.24
H (0.195007, -2.799909, 1.119067)  0.27
H (2.980282, -0.812936, -0.639526)  0.28
H (3.069804, -0.319583, 0.815522)  0.31
O (2.444195, -0.540033, 0.113977)  -0.58

Atoms 1-2, force components in eV/Å:
-0.571 -0.323 -0.109
-0.202 0.219 -0.169

- LUMO level: -3.432 eV
- Energy relative to the best compared isomer or geometry (same formula, charge and spin): 0.772 eV
- Charge: +1
- E: -8311.0201 eV